DFT (ωB97M-V/def2-TZVPD) results for a 5-piece molecular cluster, C28H50Cl2IN3O9P overall.

Geometry as XYZ:
```
94
Properties=species:S:1:pos:R:3:forces:R:3:mulliken_charge:R:1
C 3.5652 -2.2539 -1.2505 0.03 0.10 -0.06 -1.622
C 2.6174 -1.3612 -2.0626 -0.02 0.04 0.11 0.829
C 3.2226 0.0375 -2.2219 -0.01 0.02 0.01 -1.471
C 1.2724 -1.3099 -1.3329 -0.04 0.02 -0.13 -0.700
C 0.1216 -0.6823 -2.1194 0.09 0.00 0.18 -1.345
N -0.9438 -0.2607 -1.1868 -0.20 -0.10 -0.51 0.771
C -1.7713 -1.3864 -0.8086 0.17 -0.03 0.17 -1.141
C -2.8878 -1.7686 -1.7980 -0.22 -0.06 0.17 -0.219
P -4.4420 -2.5020 -0.9852 0.13 0.09 -0.44 0.056
O -4.7233 -1.3696 0.1226 -0.18 -0.17 0.22 -0.375
Cl -3.4026 -3.9886 -0.0584 -0.07 -0.16 0.10 -0.157
N -3.3993 -0.5767 -2.6081 0.12 -0.14 -0.16 -0.021
C -2.4492 0.5773 -2.8539 -0.12 -0.08 -0.11 -0.897
Cl -3.4378 1.8775 -3.5372 -0.07 0.02 -0.04 0.000
C -1.7244 0.9235 -1.5535 0.13 0.12 0.27 0.293
N -2.7376 1.1478 -0.5283 -0.20 -0.16 -0.07 -0.282
C -0.8090 2.1483 -1.7764 -0.11 0.08 -0.09 -2.017
C 0.4623 2.2618 -0.9432 0.02 0.18 -0.30 1.556
C 1.1725 3.5852 -1.2431 -0.05 0.03 -0.06 -1.430
I 0.1042 2.1043 1.1602 0.11 -0.06 0.20 0.148
H 4.2629 -2.8053 -1.8808 0.02 0.08 -0.04 0.419
H 3.0142 -2.9640 -0.6373 0.06 -0.12 -0.06 0.316
H 4.1414 -1.6416 -0.5566 0.00 -0.06 0.06 0.326
H 2.4624 -1.7767 -3.0649 0.01 -0.14 0.06 0.421
H 3.0838 0.6096 -1.2995 0.07 -0.02 0.02 0.225
H 2.7942 0.6043 -3.0526 -0.04 0.01 0.02 0.354
H 4.2984 -0.0262 -2.3870 -0.02 -0.01 -0.13 0.489
H 1.3897 -0.7662 -0.3897 0.05 -0.02 0.01 0.079
H 0.9969 -2.3337 -1.0659 -0.03 0.02 0.05 0.539
H 0.4683 0.1728 -2.7007 0.01 0.03 0.06 0.579
H -0.2569 -1.4197 -2.8454 0.02 0.08 -0.09 0.309
H -1.1203 -2.2533 -0.7282 -0.03 -0.03 0.08 0.868
H -2.1757 -1.2137 0.1835 -0.06 0.09 0.00 -0.037
H -2.5584 -2.5204 -2.5159 0.12 0.18 -0.13 0.603
H -4.0646 -1.2243 0.8175 0.08 0.17 -0.10 0.377
H -4.2485 -0.1959 -2.1781 0.09 0.05 0.16 0.614
H -3.6881 -0.9211 -3.5253 -0.13 0.04 0.03 0.418
H -1.7557 0.2624 -3.6287 0.09 -0.02 0.09 0.461
H -2.4360 1.8556 0.1310 0.11 -0.16 0.14 0.343
H -3.6171 1.4694 -0.9166 0.10 0.24 -0.05 0.307
H -0.5023 2.1896 -2.8286 0.08 0.00 0.03 0.578
H -1.4107 3.0451 -1.6120 -0.06 -0.03 -0.06 0.294
H 1.1379 1.4466 -1.1737 -0.09 -0.12 0.18 -0.997
H 0.9111 3.9366 -2.2445 0.07 -0.07 -0.04 0.410
H 2.2532 3.4585 -1.2062 0.00 0.03 0.11 0.371
H 0.8923 4.3712 -0.5452 -0.02 0.01 -0.01 0.401
O 2.8362 -0.8566 2.3211 -0.04 0.16 -0.33 -0.631
C 3.2453 -1.9120 2.7239 0.04 -0.21 0.45 0.331
O 3.7734 -2.8432 1.8903 -0.09 0.06 -0.01 -0.206
C 4.1160 -4.0335 2.6347 0.03 0.00 0.04 -0.491
C 4.2763 -3.5664 4.0760 0.12 0.13 -0.03 -0.679
C 3.2756 -2.4179 4.1448 0.29 -0.25 -0.24 0.146
H 3.3017 -4.7519 2.5162 -0.01 0.00 0.02 0.257
H 5.0214 -4.4449 2.1953 0.00 0.01 -0.02 0.382
H 4.0987 -4.3576 4.8005 -0.05 -0.03 -0.03 0.427
H 5.2838 -3.1804 4.2345 0.04 -0.05 0.02 0.172
H 2.2686 -2.7480 4.4123 0.55 0.07 -0.22 0.099
H 3.5798 -1.6176 4.8111 -0.12 -0.01 0.07 0.322
O 0.5992 -2.3227 4.9752 -0.70 0.09 0.40 -0.617
C -0.5055 -2.3222 4.5315 -0.39 -0.01 -0.28 0.450
O -0.8026 -2.9420 3.3506 0.19 0.02 0.14 -0.444
C -2.1672 -2.7238 2.9972 -0.07 0.10 0.01 0.198
C -2.8832 -2.3782 4.3007 0.12 -0.07 0.04 -0.586
C -1.7696 -1.6890 5.0855 0.03 -0.08 -0.01 -0.547
H -2.1951 -1.8893 2.2835 -0.04 -0.01 0.03 -0.088
H -2.5312 -3.6215 2.5056 -0.01 0.01 0.08 0.179
H -3.7732 -1.7695 4.1536 0.03 0.04 -0.02 0.353
H -3.1812 -3.2973 4.8055 -0.02 0.01 0.01 0.273
H -1.7174 -0.6169 4.8830 0.00 0.01 0.02 0.239
H -1.8155 -1.8326 6.1612 0.02 0.05 0.01 0.403
O -8.0119 5.3537 -7.8520 -0.03 0.01 0.02 -0.531
C -7.3936 4.8682 -6.9591 0.04 -0.04 0.00 0.412
O -6.0292 4.8655 -6.9382 0.01 0.01 -0.02 -0.361
C -5.5455 4.1358 -5.8095 -0.01 -0.04 0.04 -0.300
C -6.6905 4.1447 -4.7975 -0.01 0.06 -0.02 -0.408
C -7.9089 4.1669 -5.7136 0.05 0.06 0.02 -0.395
H -5.2955 3.1217 -6.1376 0.00 -0.01 0.02 0.214
H -4.6404 4.6268 -5.4563 0.00 0.02 -0.01 0.278
H -6.6596 3.2980 -4.1132 -0.01 -0.03 -0.03 0.260
H -6.6530 5.0612 -4.2077 0.01 -0.01 0.02 0.288
H -8.2296 3.1652 -6.0073 -0.02 0.00 0.01 0.252
H -8.7682 4.7003 -5.3174 -0.03 -0.03 -0.02 0.299
O 5.5093 -0.7879 5.5507 0.11 0.06 0.00 -0.618
C 5.9571 0.0879 4.8669 -0.06 0.00 0.05 0.607
O 7.2479 0.1001 4.4694 0.04 0.01 -0.01 -0.372
C 7.5351 1.3043 3.7339 -0.01 0.01 0.01 -0.476
C 6.1828 1.7862 3.2168 -0.02 -0.05 -0.01 -0.444
C 5.2415 1.3056 4.3162 0.02 -0.04 -0.08 -0.241
H 7.9944 2.0194 4.4193 -0.01 0.01 0.00 0.263
H 8.2486 1.0527 2.9538 -0.01 -0.02 0.00 0.341
H 6.1591 2.8594 3.0418 0.01 0.01 0.04 0.340
H 5.9428 1.2801 2.2805 0.00 0.01 -0.01 0.187
H 5.1437 2.0279 5.1297 -0.01 0.01 0.00 0.332
H 4.2467 1.0284 3.9734 -0.01 0.00 0.03 0.091
```
Positions in Å, forces in eV/Å.

As for the energy: -3497.6234 Eh. As for the total charge: +1.

DFT (ωB97M-V/def2-TZVPD) results for a 11-piece molecular cluster, C28H50Cl5N6O15 overall at a distorted geometry.

Geometry as XYZ:
```
104
Properties=species:S:1:pos:R:3:forces:R:3:mulliken_charge:R:1
C 1.3442 -2.4922 2.3051 1.28 -0.51 0.30 -1.661
C 0.7826 -1.3337 1.5282 0.73 -0.46 -0.42 1.648
C 0.9757 -1.5090 0.0315 -1.16 0.48 -0.37 -1.174
N 0.6317 -0.1970 -0.6416 1.16 -0.35 -0.63 0.906
C -0.7113 0.2913 -0.2346 0.62 0.24 -0.07 -0.083
C 1.7039 0.8581 -0.3035 -0.71 -0.97 0.23 0.048
C 1.5846 1.8494 -1.4157 0.48 0.23 0.42 0.604
C 1.2376 1.0287 -2.6680 0.10 0.59 0.64 -0.621
C 0.7334 -0.3400 -2.1627 -0.72 1.21 0.22 -0.437
H 1.1252 -3.4497 1.8202 -0.47 -0.06 0.38 0.356
H 1.0715 -2.4526 3.3562 -0.46 -0.13 -0.23 0.238
H 2.4387 -2.4993 2.3806 0.02 0.36 -0.41 0.392
H 1.3628 -0.4363 1.7089 -0.30 0.19 0.95 -0.096
H -0.2575 -1.2238 1.8250 0.02 0.21 -0.27 -0.624
H 0.3339 -2.2434 -0.4610 -0.06 -0.21 0.28 0.546
H 2.0040 -1.7334 -0.2466 0.08 0.01 0.17 0.475
H -1.4410 -0.4572 -0.5300 -0.18 0.07 0.22 -0.207
H -0.8863 1.2450 -0.7215 -0.15 -0.10 -0.12 0.658
H -0.6371 0.4722 0.8320 -0.42 0.00 -0.09 -0.531
H 1.5337 1.1993 0.7184 0.06 0.37 -0.22 -0.639
H 2.6310 0.2847 -0.3325 0.23 0.29 -0.07 0.419
H 0.8817 2.6450 -1.1711 -0.21 -0.13 -0.13 0.019
H 2.5706 2.3228 -1.4528 -0.42 0.09 -0.50 -1.011
H 0.4438 1.5799 -3.1677 0.05 -0.31 -0.43 0.116
H 2.1328 1.0105 -3.2848 -0.16 -0.43 -0.25 0.343
H -0.2862 -0.4297 -2.5327 0.02 -0.63 0.07 0.158
H 1.3318 -1.2080 -2.4175 0.12 0.01 0.11 0.287
Cl 2.0606 1.9952 3.6238 0.11 -0.66 0.17 1.823
O 1.9342 3.0326 4.6182 0.17 0.27 -0.17 -0.733
O 3.3091 2.0257 2.9261 -0.28 0.42 0.10 -0.624
O 1.9128 0.7105 4.2658 -0.27 -0.29 0.10 -0.731
O 0.9589 2.1622 2.6634 -0.03 -0.23 -0.01 -0.653
C 3.6020 4.8267 -0.1478 0.29 0.68 0.49 -0.693
C 4.4719 3.6099 -0.5480 0.33 -1.31 1.36 0.802
O 5.2958 3.0894 0.4032 -0.08 1.08 -0.70 -0.945
H 2.7718 5.0482 -0.8333 0.02 -0.58 0.71 -0.265
H 4.1978 5.7527 -0.1544 0.15 -0.06 0.06 0.369
H 3.2740 4.7091 0.8892 -0.11 -0.23 -0.09 0.402
H 4.9633 3.8940 -1.5053 0.12 -0.35 0.04 0.121
H 3.7226 2.8051 -0.7584 0.38 0.42 -0.54 -0.099
C 0.9763 -4.9068 5.8885 -0.19 0.17 0.21 0.245
Cl 1.9916 -5.6342 4.6329 0.17 0.11 0.35 -0.105
Cl -0.2048 -3.8743 5.0644 -0.11 -0.30 0.57 0.036
Cl 0.2062 -6.2007 6.8449 -0.19 0.05 -0.39 -0.132
Cl 1.8736 -3.9259 7.0638 0.22 -0.06 -0.50 -0.094
C 0.2809 4.9473 1.7684 -0.51 -0.87 -0.05 -0.177
N -0.9433 4.3339 1.1134 0.90 0.92 1.22 0.676
O -1.8938 5.0650 0.9153 -0.30 -0.33 -0.39 -0.611
O -0.8985 3.1371 0.9448 -0.61 -0.06 -0.73 -0.157
H 1.0571 4.9892 1.0089 0.08 0.11 0.07 -0.090
H 0.5318 4.1960 2.5195 0.35 0.24 -0.09 0.102
H 0.0062 5.8951 2.2076 -0.04 0.19 -0.25 0.314
C -2.2933 1.5758 3.5442 1.59 0.36 0.47 -0.867
N -2.1268 0.1584 3.1865 -0.88 -0.90 0.70 0.954
O -2.7655 -0.2340 2.2193 0.37 0.05 -0.23 -0.489
O -1.5296 -0.5835 3.9411 0.19 0.27 -0.24 -0.490
H -2.9976 1.6037 4.3724 -0.66 0.13 -0.60 0.341
H -2.4336 2.0887 2.6008 -0.71 0.32 0.28 0.299
H -1.3688 1.9325 4.0078 0.20 -0.27 -0.35 0.216
C -3.4146 -4.3116 -1.2744 0.20 -0.52 -0.17 -0.789
N -3.6206 -2.8506 -1.4327 1.00 -0.23 0.64 0.919
O -2.6627 -2.2641 -1.9049 -0.20 0.35 -0.38 -0.490
O -4.6235 -2.3279 -1.0229 -0.58 0.06 -0.19 -0.536
H -2.3987 -4.4441 -0.9150 -0.04 0.10 0.19 0.307
H -3.4385 -4.7499 -2.2707 -0.24 0.06 0.00 0.292
H -4.1384 -4.7618 -0.6036 -0.13 0.25 -0.01 0.262
C -4.5222 0.5963 -3.3383 -1.16 0.49 0.20 -0.854
N -3.4008 1.0086 -2.4674 -0.22 0.10 -0.47 1.020
O -3.6688 1.2613 -1.3237 0.07 0.01 0.55 -0.506
O -2.3021 1.0820 -2.9758 0.41 -0.05 -0.11 -0.491
H -4.7673 -0.4370 -3.1087 0.37 -0.15 -0.31 0.219
H -4.3351 0.8608 -4.3716 0.43 -0.49 -0.04 0.302
H -5.3938 1.1716 -3.0254 0.14 0.04 0.18 0.333
C 2.2515 -4.3377 -4.6532 0.76 -0.54 -1.31 -0.789
N 2.0836 -4.6595 -3.2145 -0.37 1.75 -0.18 0.850
O 2.7928 -5.4701 -2.6845 0.08 -0.48 -0.01 -0.517
O 1.2509 -3.9554 -2.6585 0.04 -0.53 0.18 -0.456
H 2.4943 -3.2948 -4.8389 -0.21 0.15 0.69 0.287
H 1.3483 -4.5677 -5.2115 -0.18 -0.08 0.35 0.296
H 3.0776 -4.9101 -5.0735 -0.11 -0.23 0.30 0.318
C 2.6124 5.8482 -2.7616 -0.59 0.35 -0.48 -0.460
C 1.4086 5.4051 -3.2714 -0.46 -0.25 -1.17 -0.355
C 1.3775 4.3446 -4.1803 0.09 -0.50 0.81 -0.609
C 2.5356 3.6204 -4.4202 -0.33 0.69 -0.31 -0.355
C 3.7566 4.0888 -3.9340 -0.57 -0.52 -0.24 -0.559
C 3.7948 5.2058 -3.1099 0.24 -0.21 -0.14 -0.358
H 2.4965 6.6887 -2.0884 0.79 -0.04 0.07 0.414
H 0.4768 5.8947 -3.0148 0.07 0.11 0.09 0.388
H 0.4663 3.9387 -4.6048 -0.22 0.32 0.16 0.419
H 2.3795 2.7185 -5.0000 0.66 -0.03 -0.15 0.504
H 4.6397 3.5116 -4.1749 0.20 0.18 0.26 0.281
H 4.7437 5.4162 -2.6334 -0.16 0.50 -0.16 0.779
C -4.4883 -3.4033 2.3385 0.90 -0.26 -0.93 -0.630
C -3.1209 -3.5941 2.5353 -0.91 1.10 0.39 0.442
C -2.6633 -4.8703 2.7235 0.71 -1.34 0.99 -0.459
C -3.5157 -5.9670 2.7138 -1.16 0.06 -0.50 -0.513
C -4.8699 -5.8126 2.3474 1.78 0.26 0.43 -0.629
C -5.2999 -4.5072 2.1573 -1.28 -0.03 -0.70 -0.243
H -4.8375 -2.4050 2.1099 -0.19 -0.01 0.21 0.399
H -2.5396 -2.6819 2.6169 0.45 -0.34 -0.03 0.192
H -1.6575 -5.1072 3.0525 0.18 0.45 -0.35 0.402
H -3.1587 -6.9560 2.9720 0.20 0.04 -0.11 0.387
H -5.4483 -6.7154 2.2175 -0.46 0.25 -0.02 0.383
H -6.2793 -4.3064 1.7297 -0.19 -0.19 0.41 0.332
```
Positions in Å, forces in eV/Å.

As for the energy: -4854.1437 Eh. As for the total charge: -1.

Computed frontier orbital gap (Ha) in order:
0.306 0.120
Computed highest occupied orbital energy (eV) in order:
-11.47 -2.17